The following is a quantum chemistry calculation of an isolated ion of composition C3H8ClN2 and charge +1 at a distorted geometry, from the Open Molecules 2025 dataset.

HOMO level (alpha / beta) in eV: -13.108 / -13.504
Total charge: +1
Frontier orbital gap (alpha / beta) in eV: 6.755 / 7.421
Relative energy (zero: lowest compared OMol25 entry of this formula, charge and spin) in eV: 6.403

Last column: natural (NBO) charge in e.
Atoms and positions in Å:
C 2.517 -0.863 1.571  -0.399
C -2.260 0.662 -0.814  -0.457
C -0.346 -0.709 -0.632  -0.178
N -0.100 1.601 -0.884  -0.339
N -0.792 0.553 -0.697  -0.038
Cl 1.272 -0.976 -0.146  0.305
H 1.916 -0.537 2.343  0.209
H 3.244 -0.007 1.267  0.256
H 2.889 -1.880 1.791  0.253
H -2.549 1.695 -0.588  0.267
H -2.963 0.016 -0.210  0.255
H -2.645 0.374 -1.732  0.248
H -1.032 -1.588 -0.505  0.259
H 0.851 1.660 -0.764  0.360